# 1
# C5H15NO2

A cluster of 3 separate species, C5H15NO2 in total (ωB97M-V/def2-TZVPD, the OMol25 dataset).

## Properties
Gap between HOMO and LUMO ... 9.87 eV
SMILES string ... C=NCCCC.O.O
Charge ... 0

```
23
C5H15NO2 (ωB97M-V/def2-TZVPD)
C -1.520 0.402 -1.727
N -2.153 0.224 -0.676
C -1.537 0.718 0.636
C -1.381 -0.651 1.467
C 0.013 -1.091 1.833
C 1.179 -0.079 1.724
H -1.860 0.097 -2.732
H -0.477 0.832 -1.912
H -0.789 1.339 0.563
H -2.480 1.210 1.129
H -1.947 -1.498 0.864
H -1.982 -0.561 2.487
H 0.452 -1.968 1.494
H 0.103 -1.350 2.985
H 1.918 -0.198 2.462
H 1.706 -0.152 0.812
H 1.013 0.934 1.646
O 1.452 1.463 -2.529
H 1.574 0.982 -3.387
H 2.040 2.248 -2.398
O 1.560 -0.860 -1.901
H 2.190 -1.571 -1.566
H 0.926 -0.469 -1.274
```



# 2
# C5H15NO2

A cluster of 2 separate species, C5H15NO2 in total (ωB97M-V/def2-TZVPD, the OMol25 dataset).

## Properties
Gap between HOMO and LUMO (spin up / spin down) ... 11.96 / 7.09 eV
Multiplicity ... 2
Charge ... +1
<S²> ... 0.7548

```
23
C5H15NO2 (ωB97M-V/def2-TZVPD)
C -1.605 -0.435 -0.075
N -0.669 -0.297 0.983
C 0.254 0.773 0.936
C 1.335 0.721 -0.230
C 2.440 1.707 0.130
O 1.786 -0.597 -0.499
C -3.040 -0.217 0.504
H -1.564 0.093 -1.047
H -1.552 -1.376 -0.654
H -0.323 -1.190 1.355
H 0.836 0.886 1.848
H -0.268 1.709 0.709
H 0.796 1.000 -1.149
H 2.336 2.596 -0.488
H 3.435 1.301 -0.046
H 2.471 2.004 1.181
H 2.423 -0.621 -1.250
H -3.199 0.829 0.814
H -3.706 -0.367 -0.332
H -3.229 -0.742 1.439
H 0.649 -1.920 -1.000
H 0.314 -3.152 -1.963
O 0.080 -2.705 -1.166
```



# 3
# C5H15NO3

A cluster of 3 separate species, C5H15NO3 in total (ωB97M-V/def2-TZVPD, the OMol25 dataset).

## Properties
Gap between HOMO and LUMO ... 9.31 eV
SMILES string ... OC[C@@H]1CCCN1.O.O
Charge ... 0

```
24
C5H15NO3 (ωB97M-V/def2-TZVPD)
O 0.862 -1.808 -0.817
C -0.047 -0.877 -1.426
C -0.389 0.162 -0.309
C -1.737 -0.221 0.303
C -2.483 1.030 0.656
C -1.918 2.060 -0.440
N -0.602 1.497 -0.787
H 1.068 -2.445 -1.511
H -0.976 -1.368 -1.709
H 0.542 -0.433 -2.228
H 0.377 0.107 0.475
H -1.630 -0.891 1.184
H -2.160 -0.980 -0.365
H -3.538 0.852 0.391
H -2.406 1.609 1.560
H -2.664 2.029 -1.232
H -1.688 3.079 -0.178
H 0.143 2.151 -0.672
O 1.492 -0.552 2.573
H 1.910 -1.417 2.563
H 0.816 -0.552 1.884
O 3.535 -0.669 -0.298
H 2.685 -0.545 0.155
H 4.014 -0.910 0.510
```



# 4
# C5H15NO3

A cluster of 2 separate species, C5H15NO3 in total (ωB97M-V/def2-TZVPD, the OMol25 dataset).

## Properties
Gap between HOMO and LUMO ... 10.29 eV
SMILES string ... CC(C)(N)O.CC(O)O
Charge ... 0

```
24
C5H15NO3 (ωB97M-V/def2-TZVPD)
C -2.607 0.638 -1.817
C -1.438 0.178 -0.935
C -1.343 -1.355 -0.935
N -0.145 0.703 -1.374
O -1.697 0.675 0.352
H -3.535 0.216 -1.442
H -2.458 0.322 -2.847
H -2.686 1.722 -1.780
H -0.425 -1.670 -0.439
H -2.201 -1.772 -0.409
H -1.333 -1.736 -1.957
H 0.053 0.411 -2.325
H -0.169 1.718 -1.354
H -0.905 0.567 0.900
C 3.100 0.453 1.692
C 1.787 -0.164 1.249
O 0.649 0.310 2.007
O 1.832 -1.540 1.460
H 3.293 0.208 2.735
H 3.906 0.038 1.091
H 3.063 1.531 1.562
H 1.535 0.091 0.208
H 0.843 0.270 2.951
H 0.883 -1.813 1.410
```



# 5
# C5H15NOS

A cluster of 2 separate species, C5H15NOS in total (ωB97M-V/def2-TZVPD, the OMol25 dataset).

## Properties
Gap between HOMO and LUMO ... 9.45 eV
SMILES string ... CSCC[C@@H](C)N.O
Charge ... 0

```
23
C5H15NOS (ωB97M-V/def2-TZVPD)
C 0.771 0.048 2.685
S -0.916 0.474 3.126
C -1.574 1.047 1.426
C -1.652 -0.084 0.384
C -0.239 -0.107 -0.492
C -0.164 -1.554 -1.107
N -0.242 0.894 -1.465
H 1.503 0.690 3.324
H 0.902 -1.009 2.387
H 0.991 0.465 1.720
H -1.226 2.073 1.177
H -2.552 1.394 1.638
H -1.784 -1.155 0.769
H -2.403 0.003 -0.363
H 0.531 -0.106 0.253
H -1.129 -1.922 -1.515
H 0.620 -1.721 -1.877
H 0.080 -2.413 -0.444
H -0.344 1.846 -1.108
H -0.947 0.699 -2.164
O 3.452 0.153 -2.488
H 3.773 0.086 -3.342
H 2.548 0.199 -2.523
```



# 6
# C5H15NOSi

The molecule C5H15NOSi (ωB97M-V/def2-TZVPD, the OMol25 dataset).

## Properties
Gap between HOMO and LUMO ... 9.70 eV
SMILES string ... CCO[Si](C)(C)NC
Charge ... 0

```
23
C5H15NOSi (ωB97M-V/def2-TZVPD)
C -2.075 1.153 0.462
C -2.236 0.112 -0.568
O -0.982 -0.446 -0.841
Si 0.425 -0.696 -0.159
C 1.570 -1.576 -1.493
C 0.094 -1.824 1.320
N 1.257 0.647 0.547
C 1.443 2.042 0.065
H -3.017 1.649 0.851
H -1.622 0.777 1.309
H -1.480 1.896 0.064
H -2.797 0.621 -1.425
H -2.924 -0.764 -0.363
H 2.589 -1.447 -1.279
H 1.327 -2.634 -1.437
H 1.437 -1.389 -2.585
H 0.488 -1.194 2.166
H -0.912 -2.077 1.495
H 0.721 -2.652 1.153
H 2.211 0.394 0.862
H 0.623 2.683 0.320
H 2.337 2.510 0.505
H 1.522 2.217 -0.966
```



| no. | total energy (hartree) | strongest force on any atom (eV/Å) |
| --- | --- | --- |
| 1 | -404.6055 | 9.6 |
| 2 | -404.3966 | 2.8 |
| 3 | -479.9240 | 3.5 |
| 4 | -479.9896 | 1.2 |
| 5 | -727.6118 | 4.8 |
| 6 | -619.0216 | 3.4 |